Record 1
A cluster of 11 separate species, C41H107N3O15 in total at a distorted geometry, computed with ωB97M-V/def2-TZVPD.

Geometry (Å):
1 C -2.77 -5.98 1.47
2 O -2.98 -4.87 0.56
3 C -1.83 -4.61 -0.31
4 C -2.20 -3.36 -1.16
5 N -3.09 -3.77 -2.22
6 C -3.32 -2.61 -3.12
7 C -3.57 -2.93 -4.62
8 O -4.82 -3.51 -4.80
9 C -5.07 -3.84 -6.14
10 H -1.79 -5.88 1.93
11 H -2.85 -6.85 0.81
12 H -3.47 -5.99 2.31
13 H -1.63 -5.45 -0.97
14 H -0.86 -4.48 0.16
15 H -1.23 -3.03 -1.53
16 H -2.59 -2.57 -0.52
17 H -3.97 -3.93 -1.75
18 H -2.34 -2.15 -3.19
19 H -3.97 -1.81 -2.77
20 H -2.72 -3.53 -4.95
21 H -3.54 -1.97 -5.13
22 H -4.81 -3.06 -6.86
23 H -6.10 -4.20 -6.24
24 H -4.52 -4.72 -6.45
25 C 7.72 -2.52 -2.30
26 O 6.30 -2.56 -2.22
27 C 5.78 -2.64 -0.91
28 C 4.28 -2.29 -0.93
29 N 3.60 -3.22 -1.79
30 C 2.29 -2.68 -2.13
31 C 1.58 -3.49 -3.20
32 O 2.20 -3.55 -4.47
33 C 1.37 -4.22 -5.43
34 H 7.96 -2.90 -3.29
35 H 8.29 -3.08 -1.56
36 H 8.14 -1.51 -2.30
37 H 6.35 -1.98 -0.25
38 H 5.93 -3.64 -0.51
39 H 4.16 -1.26 -1.24
40 H 3.84 -2.37 0.06
41 H 4.14 -3.46 -2.61
42 H 2.35 -1.71 -2.62
43 H 1.69 -2.59 -1.23
44 H 0.62 -3.02 -3.38
45 H 1.32 -4.51 -2.93
46 H 0.35 -3.85 -5.45
47 H 1.41 -5.28 -5.21
48 H 1.84 -3.99 -6.39
49 C -2.11 -2.56 3.32
50 O -2.21 -2.18 4.69
51 C -3.56 -1.74 4.91
52 C -3.84 -1.44 6.42
53 N -3.62 0.03 6.74
54 C -2.29 0.58 6.49
55 C -1.20 0.00 7.44
56 O -1.59 0.42 8.79
57 C -0.61 0.27 9.87
58 H -2.53 -1.83 2.63
59 H -2.69 -3.46 3.14
60 H -1.07 -2.72 3.02
61 H -4.21 -2.50 4.49
62 H -3.77 -0.86 4.30
63 H -3.13 -1.98 7.04
64 H -4.87 -1.67 6.67
65 H -3.70 0.02 7.75
66 H -2.28 1.65 6.66
67 H -1.91 0.36 5.49
68 H -0.26 0.45 7.11
69 H -1.10 -1.09 7.37
70 H 0.30 0.75 9.50
71 H -0.62 -0.78 10.16
72 H -0.91 0.78 10.78
73 C 0.75 4.36 0.49
74 C 2.28 4.60 0.41
75 C 2.72 6.08 0.05
76 O 2.98 4.05 1.56
77 H 0.51 3.31 0.32
78 H 0.21 4.98 -0.23
79 H 0.40 4.54 1.50
80 H 2.60 4.07 -0.49
81 H 2.64 6.86 0.81
82 H 2.28 6.50 -0.86
83 H 3.81 6.09 -0.04
84 H 2.47 4.35 2.32
85 C 3.09 -0.69 2.70
86 C 3.89 0.56 2.34
87 C 5.22 0.80 3.11
88 O 4.27 0.60 1.01
89 H 2.63 -0.65 3.69
90 H 3.75 -1.55 2.74
91 H 2.34 -0.99 1.96
92 H 3.33 1.49 2.49
93 H 5.96 0.06 2.78
94 H 5.12 0.86 4.19
95 H 5.65 1.78 2.92
96 H 4.95 1.26 0.87
97 C 2.97 3.36 -3.47
98 C 3.80 4.48 -4.20
99 C 4.56 5.42 -3.23
100 O 4.84 3.70 -4.80
101 H 3.54 2.90 -2.66
102 H 2.73 2.67 -4.28
103 H 2.01 3.75 -3.15
104 H 3.15 5.07 -4.86
105 H 3.92 5.83 -2.45
106 H 4.92 6.26 -3.82
107 H 5.40 4.95 -2.73
108 H 5.50 4.30 -5.16
109 C 0.37 2.57 3.84
110 C 1.10 3.57 4.73
111 C 2.53 3.12 5.05
112 O 1.25 4.73 3.94
113 H 0.06 1.67 4.36
114 H 0.92 2.30 2.94
115 H -0.60 3.00 3.56
116 H 0.51 3.78 5.62
117 H 3.01 3.85 5.70
118 H 3.10 2.93 4.14
119 H 2.47 2.19 5.62
120 H 1.99 5.26 4.24
121 C -4.69 -0.86 1.16
122 C -6.05 -0.77 0.52
123 C -6.83 0.54 0.65
124 O -5.95 -1.18 -0.82
125 H -3.97 -0.15 0.74
126 H -4.26 -1.86 1.19
127 H -4.80 -0.56 2.20
128 H -6.64 -1.46 1.12
129 H -6.90 0.78 1.72
130 H -7.84 0.40 0.25
131 H -6.42 1.39 0.11
132 H -5.74 -2.12 -0.82
133 C -0.45 0.32 0.79
134 C -0.08 0.66 -0.65
135 C 1.48 0.67 -0.84
136 O -0.54 -0.41 -1.46
137 H 0.20 -0.49 1.12
138 H -1.48 0.00 0.94
139 H -0.21 1.04 1.57
140 H -0.54 1.59 -1.00
141 H 1.73 0.73 -1.90
142 H 2.00 -0.21 -0.45
143 H 1.92 1.51 -0.31
144 H -0.48 -0.10 -2.37
145 C -0.22 1.72 -6.02
146 C -0.28 0.35 -5.46
147 C 1.13 -0.24 -5.66
148 O -0.59 0.32 -4.04
149 H 0.19 1.71 -7.03
150 H 0.38 2.46 -5.47
151 H -1.19 2.21 -6.08
152 H -0.96 -0.27 -6.05
153 H 1.25 -0.69 -6.65
154 H 1.17 -1.12 -5.02
155 H 1.95 0.43 -5.41
156 H -1.24 0.99 -3.84
157 O -4.46 3.87 -1.76
158 C -3.78 2.76 -1.12
159 C -3.33 1.70 -2.09
160 O -2.55 2.22 -3.20
161 H -5.24 3.56 -2.22
162 H -2.91 3.28 -0.71
163 H -4.45 2.28 -0.41
164 H -4.13 1.14 -2.59
165 H -2.75 0.92 -1.60
166 H -3.09 2.89 -3.63

Output
SMILES = COCCNCCOC.COCCNCCOC.COCCNCCOC.CC(C)O.CC(C)O.CC(C)O.CC(C)O.CC(C)O.CC(C)O.CC(C)O.OCCO
total energy = -79428.0514 eV
orbital gap = 8.755 eV
E_HOMO = -8.244 eV

=====

Record 2
A structure of composition C41H27AsBrFNO4Ru at a distorted geometry, computed with ωB97M-V/def2-TZVPD.

Geometry (Å):
1 Ru -0.22 0.51 -0.75
2 Br -2.63 0.43 -1.11
3 C -2.59 0.89 -2.97
4 C -3.70 0.79 -3.75
5 C -3.59 1.19 -5.10
6 C -2.41 1.68 -5.59
7 C -1.27 1.79 -4.77
8 C -0.03 2.30 -5.23
9 C 1.04 2.37 -4.39
10 C 0.94 1.94 -3.05
11 C -0.23 1.41 -2.56
12 C -1.35 1.36 -3.42
13 H -4.64 0.41 -3.36
14 H -4.46 1.10 -5.75
15 H -2.34 1.99 -6.63
16 H 0.05 2.62 -6.26
17 H 1.98 2.77 -4.74
18 H 1.82 2.03 -2.41
19 O 0.20 -2.65 -3.52
20 C 0.58 -1.95 -2.60
21 O -0.20 -1.35 -1.77
22 C 2.08 -1.89 -2.32
23 C 2.90 -2.77 -3.04
24 C 4.27 -2.79 -2.83
25 C 4.86 -1.95 -1.91
26 C 4.05 -1.07 -1.20
27 C 2.67 -1.03 -1.41
28 N 4.65 -0.21 -0.21
29 O 3.91 0.52 0.44
30 O 5.85 -0.24 -0.05
31 H 2.43 -3.42 -3.76
32 H 4.88 -3.49 -3.39
33 H 5.92 -1.96 -1.72
34 H 2.11 -0.34 -0.79
35 F 0.43 6.00 1.94
36 C 0.25 4.81 1.34
37 C 1.26 3.87 1.40
38 C 1.05 2.64 0.79
39 C -0.14 2.33 0.13
40 C -1.13 3.33 0.09
41 C -0.94 4.56 0.70
42 H 2.19 4.10 1.91
43 H 1.85 1.91 0.85
44 H -2.06 3.15 -0.44
45 H -1.71 5.33 0.67
46 C 2.81 -3.64 3.87
47 C 1.98 -2.81 4.61
48 C 1.12 -1.93 3.97
49 C 1.10 -1.87 2.59
50 C 1.93 -2.69 1.84
51 C 2.78 -3.58 2.48
52 As -0.11 -0.68 1.64
53 C -1.76 -1.68 1.50
54 C -2.03 -2.75 0.67
55 C -3.31 -3.28 0.64
56 C -4.31 -2.73 1.44
57 C -4.04 -1.64 2.26
58 C -2.76 -1.11 2.30
59 C -2.32 0.04 3.12
60 C -3.13 0.78 3.97
61 C -2.59 1.84 4.69
62 C -1.25 2.17 4.56
63 C -0.43 1.45 3.70
64 C -0.97 0.38 3.00
65 H 3.48 -4.32 4.37
66 H 2.00 -2.85 5.69
67 H 0.47 -1.28 4.56
68 H 1.91 -2.65 0.76
69 H 3.43 -4.22 1.90
70 H -1.26 -3.16 0.02
71 H -3.54 -4.12 0.00
72 H -5.31 -3.14 1.40
73 H -4.83 -1.22 2.86
74 H -4.18 0.54 4.08
75 H -3.22 2.42 5.35
76 H -0.84 3.01 5.11
77 H 0.61 1.72 3.58

Output
total energy = -188812.4848 eV
relative energy (zero: lowest compared OMol25 entry of this formula, charge and spin) = 0.202 eV
orbital gap (spin up / spin down) = 7.267 / 6.720 eV
E_HOMO (spin up / spin down) = -8.173 / -8.082 eV
spin multiplicity = 2

=====

Record 3
A structure of composition C41H29BiF5N4O4P2S2Se2, computed with ωB97M-V/def2-TZVPD.

Geometry (Å):
1 Bi 1.68 1.81 0.04
2 Se -0.34 -5.74 -0.99
3 P -1.20 -3.92 -0.34
4 C -1.36 -3.94 1.48
5 C -1.28 -2.80 2.27
6 C -1.39 -2.89 3.65
7 C -1.60 -4.12 4.25
8 C -1.70 -5.27 3.47
9 C -1.57 -5.18 2.09
10 C -2.94 -3.82 -0.93
11 C -3.36 -4.65 -1.96
12 C -4.67 -4.60 -2.40
13 C -5.58 -3.74 -1.80
14 C -5.16 -2.92 -0.76
15 C -3.85 -2.97 -0.32
16 C -0.52 -2.28 -0.72
17 C 0.55 -1.47 -1.20
18 N 0.16 -0.19 -0.96
19 N -1.03 -0.18 -0.42
20 N -1.45 -1.40 -0.28
21 P 2.15 -1.12 -1.98
22 Se 3.57 -0.25 -0.61
23 C 1.70 0.06 -3.29
24 C 0.71 -0.33 -4.20
25 C 0.30 0.55 -5.18
26 C 0.86 1.82 -5.27
27 C 1.85 2.20 -4.38
28 C 2.28 1.32 -3.39
29 C 2.98 -2.40 -2.94
30 C 4.15 -2.04 -3.62
31 C 4.79 -2.98 -4.41
32 C 4.28 -4.27 -4.52
33 C 3.12 -4.61 -3.84
34 C 2.47 -3.67 -3.06
35 H -1.10 -1.83 1.81
36 H -1.29 -2.00 4.25
37 H -1.67 -4.19 5.33
38 H -1.86 -6.23 3.93
39 H -1.61 -6.07 1.48
40 H -2.65 -5.33 -2.42
41 H -4.99 -5.25 -3.21
42 H -6.60 -3.70 -2.15
43 H -5.87 -2.25 -0.28
44 H -3.53 -2.33 0.49
45 H 0.27 -1.31 -4.11
46 H -0.47 0.25 -5.88
47 H 0.52 2.51 -6.03
48 H 2.29 3.19 -4.44
49 H 3.08 1.60 -2.72
50 H 4.56 -1.04 -3.51
51 H 5.70 -2.71 -4.93
52 H 4.79 -5.00 -5.14
53 H 2.71 -5.61 -3.91
54 H 1.57 -3.93 -2.54
55 F 1.74 8.94 -1.40
56 C 1.42 7.78 -0.81
57 C 1.76 6.58 -1.40
58 F 2.42 6.57 -2.57
59 C 1.41 5.39 -0.79
60 F 1.73 4.25 -1.45
61 C 0.72 5.32 0.41
62 S 0.23 3.85 1.22
63 C 0.39 6.56 0.98
64 F -0.28 6.61 2.13
65 C 0.73 7.76 0.39
66 F 0.38 8.92 0.96
67 C -3.56 3.61 4.67
68 C -2.48 2.66 4.22
69 C -2.54 2.05 2.98
70 C -1.53 1.21 2.54
71 C -0.44 0.98 3.36
72 C -0.36 1.58 4.62
73 C -1.37 2.42 5.04
74 S 0.94 0.05 2.77
75 O 0.48 -0.81 1.71
76 O 1.60 -0.52 3.91
77 N 1.90 1.14 2.07
78 C 2.68 2.04 2.91
79 C 3.62 2.90 2.07
80 O 4.49 3.55 2.62
81 O 3.42 2.89 0.77
82 H -4.52 3.33 4.23
83 H -3.33 4.63 4.35
84 H -3.66 3.61 5.75
85 H -3.39 2.24 2.33
86 H -1.57 0.75 1.56
87 H 0.50 1.36 5.25
88 H -1.31 2.90 6.01
89 H 3.28 1.46 3.62
90 H 2.04 2.73 3.48

Output
total energy = -247509.1005 eV
relative energy (zero: lowest compared OMol25 entry of this formula, charge and spin) = 0.000 eV
orbital gap = 7.887 eV
total charge = -1
E_HOMO = -5.779 eV